1.
Here is a 9-piece molecular cluster, C20H42Br14N2O2 overall in a non-equilibrium geometry from the OMol25 dataset. Energies are from the ωB97M-V functional and the def2-TZVPD basis.

Summary:
frontier orbital gap: 9.693 eV
HOMO level: -9.371 eV
relative energy (zero: lowest compared OMol25 entry of this formula, charge and spin): 4.1811 eV
SMILES string: CN(C)C=O.CN(C)C=O.BrCCBr.BrCCBr.BrCCBr.BrCCBr.BrCCBr.BrCCBr.BrCCBr

```
80
C20H42Br14N2O2 (the ωB97M-V functional and the def2-TZVPD basis)
Br 7.45 -8.06 1.87
C 5.75 -8.77 1.50
C 4.74 -7.82 2.23
Br 2.84 -8.34 2.01
H 5.54 -9.78 1.83
H 5.70 -8.83 0.42
H 4.81 -6.80 1.86
H 4.82 -7.82 3.32
Br -2.34 8.81 -3.66
C -1.35 7.08 -3.49
C -2.28 5.99 -4.08
Br -1.01 4.48 -4.22
H -1.34 6.94 -2.40
H -0.30 6.97 -3.75
H -2.60 6.26 -5.09
H -3.10 5.57 -3.50
Br 0.53 1.31 1.86
C -0.31 -0.26 0.86
C 0.69 -0.99 -0.06
Br -0.16 -2.36 -1.19
H -1.18 0.11 0.31
H -0.55 -1.05 1.58
H 1.42 -1.53 0.55
H 1.27 -0.34 -0.72
Br 2.59 -0.73 11.02
C 1.19 -1.31 9.77
C 1.51 -2.55 8.96
Br 0.19 -2.85 7.51
H 1.07 -0.49 9.06
H 0.25 -1.48 10.30
H 1.62 -3.47 9.54
H 2.46 -2.51 8.41
Br -6.61 -1.55 7.47
C -5.63 -0.25 8.64
C -4.81 0.76 7.73
Br -3.93 2.12 8.94
H -5.01 -0.85 9.30
H -6.31 0.34 9.26
H -5.54 1.17 7.02
H -4.05 0.19 7.20
Br 6.81 2.36 -8.45
C 6.11 3.96 -7.44
C 5.91 3.60 -6.03
Br 5.77 5.10 -4.88
H 5.23 4.27 -8.00
H 6.94 4.66 -7.60
H 6.78 3.10 -5.64
H 5.08 2.93 -5.80
Br -6.99 -2.42 -4.03
C -6.89 -4.38 -3.94
C -8.16 -5.01 -3.46
Br -9.59 -5.14 -4.81
H -6.12 -4.70 -3.24
H -6.63 -4.69 -4.95
H -8.48 -4.35 -2.66
H -7.89 -5.95 -2.96
C 8.65 -2.27 -2.30
O 7.56 -2.54 -1.90
N 8.98 -2.17 -3.62
C 10.34 -1.56 -3.93
C 8.16 -2.67 -4.72
H 9.51 -1.97 -1.69
H 10.87 -1.24 -3.04
H 10.21 -0.62 -4.48
H 10.98 -2.28 -4.43
H 7.32 -3.30 -4.42
H 7.80 -1.83 -5.33
H 8.80 -3.19 -5.43
C -8.00 3.86 0.38
O -7.26 3.17 1.05
N -7.81 5.16 0.00
C -8.94 5.99 -0.56
C -6.78 5.99 0.55
H -8.97 3.64 -0.10
H -9.32 6.87 -0.04
H -9.87 5.47 -0.80
H -8.75 6.16 -1.62
H -7.05 6.51 1.47
H -5.93 5.37 0.82
H -6.44 6.79 -0.12
```

Mulliken population analysis, charges in e, atoms 1 to 5:
1. Br -0.13
2. C -0.47
3. C -0.68
4. Br -0.18
5. H 0.35

2.
Here is a 5-piece molecular cluster, C41H60NO14PS2 overall in a non-equilibrium geometry from the OMol25 dataset. Energies are from the ωB97M-V functional and the def2-TZVPD basis.

Summary:
frontier orbital gap: 7.325 eV
HOMO level: -7.574 eV
SMILES string: CCCCCCCc1cc(P(O)(O)=S)cc2c1Nc1ccc(-c3ccccc3)cc1S2.CCOC(=O)OC.CCOC(=O)OC.CCOC(=O)OC.CCOC(=O)OC

```
119
C41H60NO14PS2 (the ωB97M-V functional and the def2-TZVPD basis)
C 2.41 -3.81 -0.14
C 1.53 -2.98 -1.16
C 0.56 -1.94 -0.42
C 0.75 -0.44 -0.94
C -0.62 0.21 -1.39
C -0.71 1.76 -1.15
C -1.04 2.20 0.34
C -1.00 1.04 1.39
C 0.21 0.85 2.16
C 0.31 -0.24 3.16
P 1.89 -0.34 4.12
O 3.14 -1.09 3.27
O 1.71 -1.01 5.65
S 2.47 1.50 4.40
C -0.84 -1.12 3.29
C -2.07 -0.92 2.50
C -2.20 0.17 1.54
N -3.31 0.50 0.71
C -4.50 -0.28 0.86
C -5.67 0.17 0.05
C -6.94 -0.52 0.04
C -7.15 -1.73 0.85
C -8.52 -2.41 0.81
C -8.80 -3.73 1.44
C -10.12 -4.34 1.37
C -11.24 -3.72 0.67
C -10.98 -2.43 0.02
C -9.65 -1.79 0.10
C -6.02 -2.17 1.69
C -4.73 -1.45 1.68
S -3.42 -2.10 2.75
H 1.83 -4.15 0.76
H 2.81 -4.75 -0.63
H 3.27 -3.18 0.22
H 0.90 -3.74 -1.72
H 2.19 -2.50 -1.92
H -0.48 -2.31 -0.61
H 0.78 -2.02 0.68
H 1.29 0.20 -0.20
H 1.40 -0.53 -1.86
H -1.45 -0.39 -0.95
H -0.69 0.06 -2.51
H 0.25 2.26 -1.46
H -1.51 2.17 -1.83
H -0.36 3.02 0.70
H -2.09 2.62 0.38
H 1.06 1.56 2.00
H 2.78 -1.67 2.58
H 1.32 -1.90 5.54
H -0.79 -1.97 4.02
H -3.06 0.66 -0.26
H -5.55 1.09 -0.60
H -7.73 -0.10 -0.63
H -7.93 -4.20 1.96
H -10.30 -5.33 1.85
H -12.26 -4.13 0.60
H -11.79 -1.91 -0.55
H -9.58 -0.80 -0.41
H -6.17 -3.08 2.30
C -2.53 8.14 -2.50
C -3.48 6.96 -2.64
O -3.26 6.00 -1.60
C -3.78 6.30 -0.41
O -4.41 7.29 -0.14
O -3.46 5.32 0.45
C -3.87 5.57 1.79
H -1.50 7.80 -2.45
H -2.64 8.82 -3.34
H -2.73 8.69 -1.58
H -3.29 6.45 -3.58
H -4.52 7.29 -2.65
H -4.93 5.80 1.84
H -3.28 6.38 2.22
H -3.69 4.66 2.36
C 5.53 4.85 -5.23
C 4.11 4.30 -5.29
O 3.81 3.53 -4.12
C 3.52 4.23 -3.02
O 3.49 5.43 -2.93
O 3.30 3.36 -2.02
C 3.07 3.98 -0.76
H 6.24 4.04 -5.06
H 5.78 5.36 -6.16
H 5.64 5.56 -4.41
H 4.02 3.63 -6.14
H 3.38 5.10 -5.42
H 2.27 4.73 -0.82
H 3.99 4.44 -0.39
H 2.76 3.21 -0.06
C 4.35 -1.06 7.29
C 5.61 -1.21 8.12
O 6.70 -1.67 7.31
C 7.28 -0.75 6.54
O 6.98 0.42 6.47
O 8.25 -1.34 5.83
C 8.89 -0.48 4.89
H 4.12 -1.99 6.77
H 3.50 -0.80 7.93
H 4.46 -0.29 6.53
H 5.46 -1.96 8.89
H 5.87 -0.28 8.62
H 9.26 0.43 5.37
H 8.21 -0.23 4.08
H 9.74 -1.02 4.47
C 4.95 -5.07 -6.85
C 4.95 -5.29 -5.35
O 3.65 -5.09 -4.79
C 2.79 -6.10 -4.96
O 3.02 -7.14 -5.52
O 1.61 -5.74 -4.42
C 0.57 -6.70 -4.61
H 4.53 -4.09 -7.09
H 5.96 -5.13 -7.25
H 4.33 -5.82 -7.35
H 5.61 -4.55 -4.87
H 5.34 -6.28 -5.08
H 0.88 -7.69 -4.27
H 0.28 -6.72 -5.66
H -0.28 -6.38 -4.02
```

Mulliken population analysis, charges in e, atoms 1 to 5:
1. C -1.08
2. C -0.29
3. C -0.02
4. C -0.17
5. C -0.87

3.
Here is one molecule with the formula C4H6Cl2Si in a non-equilibrium geometry from the OMol25 dataset. Energies are from the ωB97M-V functional and the def2-TZVPD basis.

Summary:
frontier orbital gap: 9.102 eV
HOMO level: -9.210 eV
relative energy (zero: lowest compared OMol25 entry of this formula, charge and spin): 2.4280 eV
SMILES string: Cl[Si]1(Cl)C=CCC1

```
13
C4H6Cl2Si (the ωB97M-V functional and the def2-TZVPD basis)
C -0.78 1.21 -0.40
C -0.14 1.27 1.13
C -0.49 0.06 -1.24
C 0.25 -1.15 -0.54
Si 0.56 -0.40 1.26
Cl -0.03 -1.60 2.79
Cl 2.63 -0.45 1.47
H -1.33 2.07 -0.69
H -0.29 2.20 1.79
H -1.43 -0.25 -1.66
H -0.10 0.27 -2.29
H -0.17 -2.12 -0.67
H 1.31 -1.11 -0.95
```

Mulliken population analysis, charges in e, atoms 1 to 5:
1. C -0.38
2. C -0.41
3. C -0.60
4. C -0.74
5. Si 0.57

4.
Here is an isolated ion of composition C11H16N3O7 and charge -1 in a non-equilibrium geometry from the OMol25 dataset. Energies are from the ωB97M-V functional and the def2-TZVPD basis.

Summary:
frontier orbital gap: 7.516 eV
charge: -1
HOMO level: -4.920 eV
relative energy (zero: lowest compared OMol25 entry of this formula, charge and spin): 0.2654 eV
SMILES string: CNC(=O)[C@@H](CC(=O)[O-])NC(=O)[C@@H](CC(=O)O)NC(C)=O

```
37
C11H16N3O7 (the ωB97M-V functional and the def2-TZVPD basis)
O 4.65 -0.67 0.12
O -3.54 3.10 0.31
O 1.63 -3.02 -2.39
O -1.97 -0.66 2.00
O 0.22 0.57 -1.69
O -2.46 4.64 1.42
O -0.36 -3.18 -1.42
C 4.17 -0.56 -1.02
C -2.50 3.53 0.90
C 0.93 -2.81 -1.42
C -2.38 0.36 1.39
C 0.52 0.20 -0.55
N -3.66 0.65 1.37
N -0.15 0.53 0.55
N 2.85 -0.45 -1.24
C 5.10 -0.51 -2.21
C -4.69 -0.01 2.14
C -1.27 2.62 0.99
C 1.42 -2.14 -0.10
C -1.44 1.20 0.51
C 1.77 -0.66 -0.26
H -0.52 -3.50 -2.31
H -3.88 1.45 0.79
H 0.16 0.12 1.43
H 2.55 -0.30 -2.23
H 6.11 -0.41 -1.91
H 4.96 -1.47 -2.69
H 4.79 0.28 -2.87
H -4.34 -0.27 3.11
H -4.95 -0.90 1.58
H -5.58 0.63 2.17
H -0.88 2.57 2.03
H -0.49 3.04 0.40
H 2.29 -2.66 0.27
H 0.62 -2.21 0.63
H -1.90 1.21 -0.50
H 2.20 -0.33 0.69
```

Mulliken population analysis, charges in e, atoms 1 to 5:
1. O -0.69
2. O -0.83
3. O -0.60
4. O -0.76
5. O -0.73

5.
Here is C2H2O3PS as an isolated structure in a non-equilibrium geometry from the OMol25 dataset. Energies are from the ωB97M-V functional and the def2-TZVPD basis.

Summary:
frontier orbital gap: 8.722 eV
charge: -1
HOMO level: -4.773 eV
relative energy (zero: lowest compared OMol25 entry of this formula, charge and spin): 2.2094 eV

```
9
C2H2O3PS (the ωB97M-V functional and the def2-TZVPD basis)
C 0.62 0.71 -0.14
C 0.60 1.72 -0.99
O -0.70 -1.36 0.67
O 0.75 -0.42 2.31
O 1.70 -1.58 0.39
P -1.19 0.50 -0.45
S 0.62 -0.77 0.95
H -1.20 -0.47 -1.38
H -1.20 1.67 -1.36
```

Mulliken population analysis, charges in e, atoms 1 to 5:
1. C 0.28
2. C -0.53
3. O -0.58
4. O -0.60
5. O -0.64

6.
Here is a 2-piece molecular cluster, C31H28N2O4 overall in a non-equilibrium geometry from the OMol25 dataset. Energies are from the ωB97M-V functional and the def2-TZVPD basis.

Summary:
frontier orbital gap: 4.576 eV
HOMO level: -7.015 eV
relative energy (zero: lowest compared OMol25 entry of this formula, charge and spin): 5.7688 eV

```
65
C31H28N2O4 (the ωB97M-V functional and the def2-TZVPD basis)
C 6.26 1.50 0.74
C 4.87 1.35 1.29
O 3.97 1.77 0.24
C 2.68 1.81 0.68
C 1.78 2.19 -0.37
C 0.52 2.71 -0.10
C -0.12 2.66 1.19
C -1.43 3.06 1.37
C -2.17 3.53 0.27
N -3.56 3.79 0.42
O -4.23 4.10 -0.59
O -4.07 3.67 1.56
C -1.57 3.67 -1.01
C -0.26 3.28 -1.18
O 2.41 1.47 1.84
H 6.97 0.96 1.39
H 6.35 1.11 -0.28
H 6.54 2.56 0.74
H 4.65 0.31 1.57
H 4.72 2.01 2.16
H 2.23 2.41 -1.33
H 0.45 2.26 2.03
H -1.92 3.01 2.34
H -2.17 4.06 -1.82
H 0.22 3.38 -2.16
C 8.17 -1.20 -1.61
N 7.00 -1.84 -2.17
C 7.25 -3.15 -2.75
C 5.71 -1.46 -1.77
C 5.09 -0.33 -2.35
C 3.77 -0.04 -2.07
C 3.04 -0.80 -1.13
C 1.62 -0.59 -0.96
C 0.87 -1.01 0.21
C -0.50 -1.18 -0.16
C -1.42 -1.72 0.74
C -0.98 -2.09 2.01
C 0.35 -1.86 2.40
C 1.28 -1.32 1.51
C -0.63 -0.86 -1.57
C 0.67 -0.52 -2.07
C 0.86 -0.35 -3.44
C -0.24 -0.49 -4.29
C -1.51 -0.83 -3.80
C -1.72 -1.01 -2.42
C 3.71 -1.85 -0.46
C 5.00 -2.21 -0.80
H 7.91 -0.24 -1.17
H 8.63 -1.84 -0.83
H 8.91 -1.05 -2.40
H 6.34 -3.52 -3.23
H 8.04 -3.05 -3.50
H 7.59 -3.87 -1.99
H 5.65 0.27 -3.07
H 3.28 0.79 -2.58
H -2.46 -1.85 0.42
H -1.67 -2.55 2.72
H 0.68 -2.12 3.41
H 2.30 -1.12 1.81
H 1.85 -0.12 -3.83
H -0.10 -0.36 -5.37
H -2.34 -0.96 -4.49
H -2.69 -1.27 -2.01
H 3.19 -2.42 0.30
H 5.50 -3.06 -0.33
```

Mulliken population analysis, charges in e, atoms 1 to 5:
1. C -0.99
2. C -0.05
3. O -0.25
4. C 0.21
5. C -0.43

7.
Here is a 2-piece molecular cluster, C2H9N3O2S overall in a non-equilibrium geometry from the OMol25 dataset. Energies are from the ωB97M-V functional and the def2-TZVPD basis.

Summary:
frontier orbital gap (alpha / beta): 6.300 / 6.302 eV
HOMO level (alpha / beta): -7.711 / -7.712 eV
relative energy (zero: lowest compared OMol25 entry of this formula, charge and spin): 2.7854 eV

```
17
C2H9N3O2S (the ωB97M-V functional and the def2-TZVPD basis)
C 0.49 -1.51 -0.76
C 1.74 0.68 0.03
N -3.84 0.41 -0.05
N 0.39 -0.58 1.39
N 0.90 -0.46 0.24
O -1.37 0.83 -0.77
O -2.02 -1.35 0.25
S -2.13 0.14 0.29
H 0.37 -2.42 -0.16
H -0.42 -1.21 -1.19
H 1.39 -1.47 -1.53
H 1.65 1.29 0.92
H 2.79 0.49 -0.20
H 1.36 1.07 -1.00
H -4.35 -0.43 -0.34
H -4.19 1.19 -0.54
H -0.44 -1.14 1.36
```

Mulliken population analysis, charges in e, atoms 1 to 5:
1. C -0.72
2. C -0.72
3. N -0.51
4. N -0.74
5. N 0.74

8.
Here is a 2-piece molecular cluster, C12H19FN overall in a non-equilibrium geometry from the OMol25 dataset. Energies are from the ωB97M-V functional and the def2-TZVPD basis.

Summary:
frontier orbital gap: 7.993 eV
charge: +1
HOMO level: -12.023 eV
relative energy (zero: lowest compared OMol25 entry of this formula, charge and spin): 5.2038 eV

```
33
C12H19FN (the ωB97M-V functional and the def2-TZVPD basis)
C 4.79 -1.70 0.04
C 0.86 1.85 -1.80
C -2.93 -0.08 0.27
C -1.67 0.20 -0.46
C 3.48 -1.51 0.14
C -3.70 -1.19 -0.10
C -0.87 1.17 -0.07
C 0.31 1.31 -0.77
C -4.87 -1.67 0.66
C -1.09 2.35 0.88
C 2.02 0.70 1.31
C 2.67 -0.59 -0.70
N 1.57 0.00 0.12
F 0.69 -0.99 0.59
H 5.35 -2.39 0.58
H 5.34 -1.12 -0.57
H 1.78 1.77 -2.25
H 0.44 2.67 -2.33
H -2.99 0.55 1.19
H -1.28 -0.31 -1.28
H 2.89 -2.17 0.74
H -3.54 -1.70 -0.96
H -5.75 -1.86 -0.01
H -5.25 -0.98 1.52
H -4.41 -2.67 0.90
H -0.40 3.13 0.65
H -2.07 2.66 0.71
H -0.83 2.14 1.97
H 2.68 1.46 1.01
H 0.98 0.98 1.73
H 2.78 0.04 1.89
H 2.25 -1.13 -1.60
H 3.29 0.24 -1.17
```

Mulliken population analysis, charges in e, atoms 1 to 5:
1. C -0.91
2. C -0.90
3. C -0.56
4. C 0.02
5. C -0.19

9.
Here is a 7-piece molecular cluster, C2H17NO5 overall in a non-equilibrium geometry from the OMol25 dataset. Energies are from the ωB97M-V functional and the def2-TZVPD basis.

Summary:
frontier orbital gap: 3.777 eV
HOMO level: -9.607 eV
relative energy (zero: lowest compared OMol25 entry of this formula, charge and spin): 10.6798 eV

```
25
C2H17NO5 (the ωB97M-V functional and the def2-TZVPD basis)
C 1.90 -0.33 -0.18
C 0.64 0.56 -0.31
N 0.52 0.82 -1.75
H 2.44 -0.38 0.77
H 2.55 0.04 -0.94
H 1.58 -1.35 -0.49
H 0.84 1.48 0.10
H -0.24 0.13 0.10
H -0.46 1.43 -1.97
H 0.15 -0.09 -2.17
H 0.11 -2.57 -1.29
H 0.25 0.71 2.16
O 0.70 -3.13 -0.76
H 1.00 3.16 3.70
H 1.14 1.75 2.81
O 1.64 2.66 3.13
H -1.56 -1.05 -0.53
H -1.38 -1.12 1.04
O -1.93 -0.78 0.34
H -1.15 -1.57 -2.76
H 1.43 -3.39 -1.37
O -0.81 -1.40 -1.90
H -2.19 0.76 0.75
H -1.46 1.98 1.37
O -2.34 1.78 0.92
```

Mulliken population analysis, charges in e, atoms 1 to 5:
1. C -1.07
2. C 1.12
3. N -0.56
4. H 0.33
5. H 0.41

What did the ninth record say?
Here is a 7-piece molecular cluster, C2H17NO5 overall in a non-equilibrium geometry from the OMol25 dataset. Energies are from the ωB97M-V functional and the def2-TZVPD basis.

Summary:
frontier orbital gap: 3.777 eV
HOMO level: -9.607 eV
relative energy (zero: lowest compared OMol25 entry of this formula, charge and spin): 10.6798 eV

```
25
C2H17NO5 (the ωB97M-V functional and the def2-TZVPD basis)
C 1.90 -0.33 -0.18
C 0.64 0.56 -0.31
N 0.52 0.82 -1.75
H 2.44 -0.38 0.77
H 2.55 0.04 -0.94
H 1.58 -1.35 -0.49
H 0.84 1.48 0.10
H -0.24 0.13 0.10
H -0.46 1.43 -1.97
H 0.15 -0.09 -2.17
H 0.11 -2.57 -1.29
H 0.25 0.71 2.16
O 0.70 -3.13 -0.76
H 1.00 3.16 3.70
H 1.14 1.75 2.81
O 1.64 2.66 3.13
H -1.56 -1.05 -0.53
H -1.38 -1.12 1.04
O -1.93 -0.78 0.34
H -1.15 -1.57 -2.76
H 1.43 -3.39 -1.37
O -0.81 -1.40 -1.90
H -2.19 0.76 0.75
H -1.46 1.98 1.37
O -2.34 1.78 0.92
```

Mulliken population analysis, charges in e, atoms 1 to 5:
1. C -1.07
2. C 1.12
3. N -0.56
4. H 0.33
5. H 0.41